# 1
{
  "formula": "CH11N3O3",
  "method": "the ωB97M-V functional and the def2-TZVPD basis",
  "de_lowest_kcal_mol": 17.3,
  "lumo_energy_ev": 0.53,
  "smiles": "N=C(N)N.O.O.O",
  "multiplicity": 1,
  "total_energy_ha": -434.69323,
  "species": ["O", "O", "O", "N", "N", "N", "C", "H", "H", "H", "H", "H", "H", "H", "H", "H", "H", "H"],
  "xyz": [[3.18185, 0.78493, -2.91695], [0.25991, 0.59423, 2.07477], [-0.53574, 1.80353, 4.84094], [-2.16878, -0.98991, -0.53655], [-0.85913, -1.25613, -2.37390], [0.11282, -1.11262, -0.20909], [-0.89345, -1.12678, -0.99598], [0.03246, -1.31102, -2.82480], [3.89851, 1.41227, -2.77121], [2.43027, 1.29306, -3.23605], [-2.43182, -0.72758, 0.39438], [0.35612, -0.18370, 2.63893], [-0.37768, 1.91798, 3.89556], [0.97066, -1.47955, -0.62926], [0.41482, 0.16102, 1.20602], [-1.55068, -0.70383, -2.84377], [0.06995, 2.38556, 5.30434], [-2.91010, -1.46145, -1.01739]],
  "forces_ev_per_angstrom": [[0.0, -0.1, 0.0], [0.3, -0.5, -0.1], [-0.2, -0.1, 0.0], [-1.1, 0.5, -0.1], [-0.4, -0.5, 0.1], [0.4, -0.8, 0.3], [0.5, 0.0, 0.0], [0.2, 0.1, 0.1], [-0.2, 0.0, 0.0], [0.1, 0.1, 0.1], [0.8, -0.1, 0.3], [-0.1, 0.3, 0.3], [0.2, -0.1, 0.0], [-0.3, 0.8, -0.2], [-0.4, 0.3, 0.1], [-0.1, 0.0, -0.3], [0.1, 0.1, -0.1], [0.1, 0.0, -0.4]]
}


# 2
{
  "formula": "CH11NO4",
  "method": "the ωB97M-V functional and the def2-TZVPD basis",
  "de_lowest_kcal_mol": 220.2,
  "lumo_energy_ev": -5.50,
  "multiplicity": 1,
  "total_energy_ha": -400.07065,
  "species": ["O", "O", "O", "O", "N", "C", "H", "H", "H", "H", "H", "H", "H", "H", "H", "H", "H"],
  "xyz": [[-0.48113, 2.21348, 1.73218], [1.31901, 1.22625, 0.31448], [1.29964, -1.80678, 0.48480], [0.75021, -1.25775, -1.74307], [-1.71015, -0.59866, -1.02213], [-1.62469, 0.05806, 0.21786], [1.30478, -1.14270, -2.53555], [0.71742, 1.60730, 1.04073], [-2.03841, 1.07603, 0.27295], [1.74193, -2.66127, 0.52743], [1.81362, 2.01585, 0.05616], [1.25821, -1.55278, -0.57690], [-2.29186, -0.12617, -1.71221], [-2.16629, -0.51516, 0.98715], [-0.58417, 0.15730, 0.57715], [-0.68188, 2.84884, 2.42174], [-0.76357, -0.69315, -1.47716]],
  "forces_ev_per_angstrom": [[-0.4, -0.4, -0.7], [-0.1, 0.5, 0.3], [0.1, -0.1, -0.9], [-0.8, 0.6, -1.1], [0.8, 1.8, -0.4], [0.0, 0.4, 0.4], [-0.1, -0.1, 0.5], [0.4, -0.3, -0.1], [-0.5, 0.0, -0.2], [0.0, 0.0, 0.3], [0.0, -0.2, -0.2], [0.0, 0.1, 1.3], [-0.5, -0.2, 0.3], [0.1, 0.0, 0.3], [0.0, -0.7, 0.0], [0.0, 0.1, 0.3], [0.8, -1.5, 0.0]]
}


# 3
{
  "formula": "CH11NO4",
  "method": "the ωB97M-V functional and the def2-TZVPD basis",
  "de_lowest_kcal_mol": 24.8,
  "lumo_energy_ev": 0.36,
  "smiles": "NCO.O.O.O",
  "multiplicity": 1,
  "total_energy_ha": -400.38196,
  "species": ["O", "O", "O", "O", "N", "C", "H", "H", "H", "H", "H", "H", "H", "H", "H", "H", "H"],
  "xyz": [[1.78565, -1.37516, -1.30166], [-0.61657, -0.59502, -0.14057], [0.32859, 2.30884, 0.97498], [2.44108, 0.61656, 0.96648], [-2.75314, -0.27438, 0.62847], [-1.95406, -0.18017, -0.56022], [1.74769, -1.63070, -2.22052], [0.19857, 1.45328, 0.59019], [0.09904, -0.67046, -0.79183], [-1.86267, 0.82207, -0.97945], [0.38360, 2.86906, 0.20252], [1.67590, 0.11460, 1.28051], [-2.90586, -1.25441, 0.83148], [2.66437, -1.53161, -0.95493], [3.12861, 0.16107, 1.47149], [-2.14237, 0.03312, 1.36039], [-2.21843, -0.86669, -1.35735]],
  "forces_ev_per_angstrom": [[-0.5, 0.1, 0.2], [0.2, 0.3, 0.5], [-0.4, 0.8, 0.3], [0.4, -1.0, 0.5], [-0.4, -0.1, -1.0], [1.8, -0.6, 0.1], [0.4, -0.2, -0.3], [-0.2, -1.0, -0.3], [-0.4, 0.0, -0.2], [-0.4, 0.2, 0.3], [0.1, 0.4, -0.1], [-0.3, 0.3, -0.3], [-0.1, -0.1, -0.1], [0.2, 0.1, -0.1], [0.3, 0.3, -0.2], [0.1, 0.5, 0.6], [-0.8, -0.1, 0.0]]
}


# 4
{
  "formula": "CH11NO5",
  "method": "the ωB97M-V functional and the def2-TZVPD basis",
  "de_lowest_kcal_mol": 16.3,
  "lumo_energy_ev": 0.65,
  "smiles": "NC=O.O.O.O.O",
  "multiplicity": 1,
  "total_energy_ha": -475.66210,
  "species": ["O", "O", "O", "O", "O", "N", "C", "H", "H", "H", "H", "H", "H", "H", "H", "H", "H", "H"],
  "xyz": [[0.49660, 0.70769, 1.53803], [-1.98312, -0.19559, -0.89941], [3.77274, -2.06273, 0.55226], [1.61799, 1.48854, -1.45882], [0.14598, -1.70581, 0.06628], [-2.77034, 1.39521, 0.50823], [-2.75782, 0.70963, -0.65080], [0.85314, -1.38001, -0.49855], [-3.64258, 0.99046, -1.25156], [0.96915, 0.56723, 2.39147], [1.56077, 1.27949, -0.48647], [3.86102, -2.75162, 1.21924], [4.69143, -2.01855, 0.23221], [-2.84894, 2.40784, 0.58885], [-0.68209, -1.48196, -0.38272], [0.30097, -0.15534, 1.13727], [0.66099, 1.50524, -1.58328], [-1.97243, 1.17883, 1.11941]],
  "forces_ev_per_angstrom": [[0.3, 0.5, 0.8], [-0.6, 0.3, -0.2], [0.9, -0.2, 0.0], [-0.8, -0.5, 1.8], [0.1, 0.0, 0.3], [1.8, 0.8, 2.0], [-0.5, -0.1, -0.2], [0.1, -0.1, -0.2], [0.5, -0.2, -0.6], [-0.6, -0.1, -1.2], [0.8, 0.3, -0.9], [-0.4, 0.0, 0.1], [-0.5, 0.3, -0.1], [-0.9, -0.4, -0.8], [0.1, 0.2, 0.0], [0.2, -0.5, 0.2], [0.0, 0.1, -0.7], [-0.2, -0.4, -0.3]]
}


# 5
{
  "formula": "CH11NO5",
  "method": "the ωB97M-V functional and the def2-TZVPD basis",
  "de_lowest_kcal_mol": 19.2,
  "lumo_energy_ev": 0.23,
  "smiles": "NC=O.O.O.O.O",
  "multiplicity": 1,
  "total_energy_ha": -475.65743,
  "species": ["O", "O", "O", "O", "O", "N", "C", "H", "H", "H", "H", "H", "H", "H", "H", "H", "H", "H"],
  "xyz": [[-0.04267, 0.37873, -1.90808], [-0.62657, -2.66430, 1.12999], [1.24572, -0.61318, 1.09564], [-1.46730, 2.12322, 1.94737], [3.18294, -1.38124, -0.80485], [-1.92271, 1.38211, -1.04265], [-0.62189, 1.33604, -1.45720], [0.67714, -1.40726, 1.17043], [-2.60070, 0.66875, -1.21754], [-0.92024, -2.70490, 2.05143], [2.95404, -1.45960, 0.12432], [-0.23059, 2.36739, -1.41400], [-0.91883, 1.37686, 1.67985], [-0.59453, -3.60765, 0.92749], [0.74640, -0.15699, 0.40470], [2.45911, -0.81000, -1.09811], [-0.88166, 2.80958, 2.27734], [-2.08811, 2.05665, -0.30618]],
  "forces_ev_per_angstrom": [[0.2, -0.1, 0.0], [-0.3, -0.6, 0.6], [-0.9, -0.1, 0.0], [-0.3, 0.0, -0.3], [-0.2, 0.2, -0.2], [0.5, 0.6, 0.3], [-1.0, 0.3, -0.3], [0.4, 0.0, 0.1], [0.1, -0.5, 0.2], [0.0, 0.4, -0.1], [0.1, 0.0, 0.3], [0.7, -0.2, 0.3], [0.2, 0.1, 0.2], [0.2, 0.1, -0.5], [0.4, 0.2, -0.2], [0.2, -0.1, -0.3], [0.2, -0.1, 0.0], [-0.4, 0.0, -0.2]]
}


# 6
{
  "formula": "CH11NO6",
  "method": "the ωB97M-V functional and the def2-TZVPD basis",
  "de_lowest_kcal_mol": 4.8,
  "lumo_energy_ev": 0.27,
  "smiles": "NC(=O)O.O.O.O.O",
  "multiplicity": 1,
  "total_energy_ha": -550.93911,
  "species": ["O", "O", "O", "O", "O", "O", "N", "C", "H", "H", "H", "H", "H", "H", "H", "H", "H", "H", "H"],
  "xyz": [[-1.43947, 1.61634, 0.16438], [0.90581, -1.78795, 1.69084], [1.67790, 2.04781, 0.60807], [1.09190, 0.81999, -2.22732], [-1.66410, -0.13608, 1.61078], [1.04747, -1.98746, -1.20611], [-1.37013, -0.43704, -0.64602], [-1.46054, 0.30147, 0.50612], [0.99903, -0.07011, -1.86744], [2.25399, 1.46795, 1.14372], [1.60577, -1.37769, 2.19645], [1.21482, -2.10313, -0.26505], [-1.21924, 2.24396, 0.84854], [0.08659, -1.27161, 1.77999], [1.54216, -2.55699, -1.82924], [-0.95301, -1.35521, -0.57908], [1.34814, 1.66789, -0.22217], [1.42609, 0.83870, -3.11173], [-1.22020, 0.09799, -1.48691]],
  "forces_ev_per_angstrom": [[0.0, -0.3, -0.8], [-0.2, -0.4, -0.7], [0.0, 0.3, 0.7], [-0.6, 0.7, 1.2], [0.8, -0.1, 0.5], [-0.2, 0.3, -1.5], [0.0, 0.3, 0.6], [-0.6, 0.5, -1.2], [0.3, -0.5, -0.5], [-0.7, 0.1, -1.1], [-0.1, 0.3, 0.2], [0.5, -0.5, 0.3], [0.0, -0.2, 0.8], [0.1, 0.1, 0.3], [-0.2, 0.3, 1.3], [-0.3, 0.1, -0.2], [0.6, -0.4, 0.3], [0.3, -0.4, -0.6], [0.3, -0.2, 0.0]]
}


# 7
{
  "formula": "CH11O4S",
  "method": "the ωB97M-V functional and the def2-TZVPD basis",
  "de_lowest_kcal_mol": 46.4,
  "lumo_energy_ev": 2.78,
  "charge": -1,
  "multiplicity": 1,
  "total_energy_ha": -743.83965,
  "species": ["S", "O", "O", "O", "O", "C", "H", "H", "H", "H", "H", "H", "H", "H", "H", "H", "H"],
  "xyz": [[0.63142, 0.94544, -0.92890], [-1.28573, 2.04162, 1.40588], [-3.22838, -5.73785, -3.88508], [1.65789, -0.64045, 1.93232], [0.11729, 2.07086, 4.35346], [1.80010, 0.71923, -2.26228], [2.28416, 0.06935, 2.22823], [2.69117, 0.09706, -2.17411], [-3.98226, -5.18752, -3.48213], [1.29620, 0.41373, -3.15138], [-1.32158, 2.18568, 0.33860], [-0.42496, 1.41812, 4.67976], [1.49780, -0.57073, 0.97866], [-2.48718, -5.06750, -3.92612], [-0.44903, 1.34639, 1.55414], [2.38510, 1.63141, -2.61663], [-0.48141, 2.34811, 3.55443]],
  "forces_ev_per_angstrom": [[0.1, -0.2, 0.6], [2.6, -1.9, -2.4], [-0.5, 2.5, 0.8], [0.8, 0.3, 1.2], [-0.3, 3.0, -3.4], [1.7, 1.6, -1.1], [-1.1, -0.9, -1.0], [-0.3, -0.9, 0.8], [1.7, -1.3, -0.9], [-0.4, -0.5, -0.8], [0.7, -0.8, 3.8], [-1.7, -2.7, 1.6], [0.1, 0.8, -0.2], [-1.2, -1.2, 0.1], [-3.1, 2.7, -1.2], [-1.1, -0.2, 0.6], [1.9, -0.3, 1.7]]
}


# 8
{
  "formula": "CH11O4S",
  "method": "the ωB97M-V functional and the def2-TZVPD basis",
  "de_lowest_kcal_mol": 6.1,
  "lumo_energy_ev": 3.69,
  "charge": -1,
  "multiplicity": 1,
  "total_energy_ha": -743.90388,
  "species": ["S", "O", "O", "O", "O", "C", "H", "H", "H", "H", "H", "H", "H", "H", "H", "H", "H"],
  "xyz": [[1.10102, 1.83093, 0.37368], [-2.51023, -1.36085, -0.58921], [-0.41911, 0.07479, -2.15660], [0.37426, -2.68858, -0.23048], [-1.36824, 0.30861, 1.25693], [2.14782, 0.50502, 1.08933], [-0.53667, 0.71514, 0.82926], [-1.98269, -1.04014, -1.33695], [-0.69497, 0.90904, -2.57800], [1.52023, -0.07566, 1.73286], [-0.02150, 0.42818, -1.32939], [2.80943, 0.90475, 1.88223], [-1.10491, 0.51389, 2.16343], [-2.13760, -0.85181, 0.16228], [0.87239, -2.02825, -0.73043], [2.72647, -0.18228, 0.44879], [-0.45152, -2.19335, -0.10732]],
  "forces_ev_per_angstrom": [[0.4, -0.4, -0.5], [0.4, -0.1, 0.1], [-0.2, 0.6, -0.1], [-0.1, 0.6, -0.2], [0.9, 0.3, 0.3], [0.4, 0.4, 1.1], [-0.6, 0.1, -0.2], [-0.1, 0.1, 0.0], [0.1, -0.6, 0.1], [-0.6, -1.0, 0.0], [0.3, 0.1, 0.0], [0.3, 0.2, -0.8], [-0.5, -0.3, 0.1], [-0.4, 0.0, -0.1], [0.2, -0.2, 0.0], [-0.3, 0.5, -0.1], [-0.2, -0.4, 0.1]]
}


# 9
{
  "formula": "CH11O5",
  "method": "the ωB97M-V functional and the def2-TZVPD basis",
  "de_lowest_kcal_mol": 19.6,
  "lumo_energy_ev": 3.94,
  "charge": -1,
  "multiplicity": 1,
  "total_energy_ha": -420.91954,
  "species": ["O", "O", "O", "O", "O", "C", "H", "H", "H", "H", "H", "H", "H", "H", "H", "H", "H"],
  "xyz": [[-3.32902, -0.48786, 2.42582], [2.97822, 0.38088, -0.94662], [-0.45903, -0.19433, 2.13883], [0.76648, -0.21449, -0.23594], [0.35938, 2.13328, -1.72374], [-0.21251, -0.90347, -1.01243], [0.21291, -1.44691, -1.89262], [0.90807, 2.35684, -2.47159], [-0.95111, -0.15454, -1.35786], [-2.37292, -0.74342, 2.05739], [-3.57180, 0.12138, 1.72905], [0.16049, -0.09607, 2.86409], [0.79519, 1.31375, -1.34842], [-0.80111, -1.62334, -0.30339], [3.43181, -0.37735, -0.52925], [2.02769, 0.05137, -0.61558], [0.05726, -0.11572, 1.22225]],
  "forces_ev_per_angstrom": [[2.7, -1.1, -1.3], [0.6, -1.2, 0.6], [0.2, 0.0, -1.3], [-1.7, -0.8, -0.1], [0.3, -0.7, 0.3], [-0.1, 0.1, 1.7], [-0.3, 0.2, 0.6], [0.3, 0.1, -0.3], [0.1, -0.4, -0.3], [-2.3, 0.8, 1.6], [-0.4, 0.4, -0.1], [0.1, 0.0, -0.2], [-0.7, 0.8, 0.1], [0.9, 0.7, -1.4], [0.3, 0.7, -0.5], [0.0, 0.6, -0.6], [-0.2, -0.2, 1.0]]
}


# 10
{
  "formula": "CH11O5",
  "method": "the ωB97M-V functional and the def2-TZVPD basis",
  "de_lowest_kcal_mol": 10.0,
  "lumo_energy_ev": 3.80,
  "charge": -1,
  "multiplicity": 1,
  "total_energy_ha": -420.93487,
  "species": ["O", "O", "O", "O", "O", "C", "H", "H", "H", "H", "H", "H", "H", "H", "H", "H", "H"],
  "xyz": [[0.97546, 0.14645, 0.38809], [3.39614, 1.36663, 1.15691], [-0.79412, -1.09801, -1.43834], [-1.40719, 1.51611, -1.95090], [-2.45175, -1.63416, 0.39975], [0.49635, -0.34331, 1.63018], [3.19458, 2.14413, 0.63105], [-0.98901, 0.60782, -1.85189], [0.02416, -1.32037, 1.49514], [1.28701, -0.44478, 2.37596], [2.55612, 0.89070, 1.15347], [0.40169, -0.16946, -0.34156], [-3.20988, -1.07761, 0.28744], [-0.31504, -1.62399, -2.06380], [-1.72823, -1.52498, -0.30580], [-0.30535, 0.31826, 1.96227], [-1.51592, 1.73748, -1.02760]],
  "forces_ev_per_angstrom": [[0.7, 0.3, 0.6], [0.3, 0.3, 0.3], [0.3, 1.0, 0.6], [0.5, -0.4, 0.0], [0.5, -1.0, 1.1], [-1.0, -0.3, -0.8], [0.0, 0.0, -0.1], [-0.6, 0.0, -0.4], [0.1, 0.0, 0.1], [0.1, 0.3, -0.1], [-0.2, -0.2, -0.5], [-0.4, -0.6, -0.2], [-0.1, 0.5, -0.6], [0.3, -0.5, -0.3], [-0.6, 0.5, -0.5], [0.1, 0.1, 0.5], [-0.1, 0.3, 0.3]]
}